This record from the Open Molecules 2025 dataset describes 2 unconnected molecules or ions with the total composition CHN5O2 in a non-equilibrium geometry. The level of theory is ωB97M-V with the def2-TZVPD basis set.

Atoms and positions in Å:
C  -0.02  -1.02  -1.29
N  -0.67  -0.42  -2.01
N  -0.89  2.41  0.39
N  -0.61  1.28  0.57
N  -0.45  0.18  0.78
N  0.61  -1.84  0.94
O  0.92  -1.50  -0.56
O  1.56  -1.92  1.58
H  -0.46  2.84  -0.40

Values from the calculation:
lowest unoccupied orbital energy = -0.04408 Ha
total charge = 0
ΔE to the lowest compared entry with this formula, charge and spin = 2.5343 eV
highest occupied orbital energy = -10.41 eV
2S+1 = 1

Atom charges from the Mulliken analysis, given in e for atoms 1 to 8: 0.57, -0.43, -0.86, 1.04, -0.47, 0.44, -0.37, -0.19